A structure of composition C13H25IN6O3Ru. Source: the Open Molecules 2025 dataset; level of theory: wB97M-V/def2-TZVPD.

As for the charge: +3. The calculation puts the electronic energy at -1456.28814 hartree. The LUMO energy (spin up / spin down) comes out at -9.0 / -12.9 eV. As for the molar mass: 541.36 g mol⁻¹. The calculation puts the energy relative to the best compared isomer or geometry (same formula, charge and spin) at 0.0000 eV. The gap between HOMO and LUMO (spin up / spin down) comes out at 8.08 / 4.25 eV. The maximum force is 0.28 eV Å⁻¹. As for the HOMO energy (spin up / spin down): -0.62912 / -0.62916 Eh. The expectation value of S² is 0.760. The spin multiplicity is 2.

The geometry in XYZ format:
```
49
Properties=species:S:1:pos:R:3:forces:R:3
Ru 0.2886 -0.2734 0.0206 -0.09 -0.22 -0.15
N 0.1387 1.0497 -1.6893 -0.04 0.09 0.13
C -1.0221 1.9650 -1.4220 0.08 0.01 0.04
C -1.1096 2.2630 0.0661 -0.05 -0.03 -0.06
N -1.2003 0.9593 0.7715 0.01 0.03 0.08
C -1.0293 0.9932 2.2478 -0.05 -0.04 0.00
C -0.9049 -0.4402 2.7507 0.05 0.03 -0.05
N 0.1268 -1.1962 1.9586 -0.02 0.15 0.07
H 0.9800 1.6169 -1.7641 -0.01 0.03 -0.01
H 0.0210 0.6429 -2.6135 -0.02 -0.01 0.00
H -1.9308 1.4573 -1.7516 0.02 -0.02 0.01
H -0.9401 2.8886 -1.9948 0.01 -0.01 0.00
H -1.9720 2.8972 0.2819 0.01 0.00 -0.01
H -0.2177 2.7821 0.4194 0.00 0.00 -0.01
H -2.1374 0.6036 0.5863 -0.01 -0.03 -0.01
H -1.8657 1.4947 2.7402 0.00 0.00 0.00
H -0.1299 1.5699 2.4660 -0.01 -0.01 0.02
H -1.8632 -0.9517 2.6464 0.02 -0.01 -0.02
H -0.6715 -0.4491 3.8150 0.02 0.00 -0.01
H -0.0968 -2.1879 1.9781 -0.02 0.00 0.00
H 1.0210 -1.1280 2.4380 0.00 0.00 0.04
N 3.9565 -2.3667 -0.8268 -0.05 0.01 0.00
C 3.0936 -1.3895 -0.5902 0.00 -0.13 0.08
O 1.8629 -1.5836 -0.6634 0.07 0.06 -0.04
C 3.7016 -0.0476 -0.2737 0.05 0.08 -0.08
I 2.4111 1.1444 0.9313 0.06 -0.03 0.00
H 3.6198 -3.2887 -1.0619 0.00 0.01 0.00
H 4.9538 -2.2315 -0.7671 0.00 0.00 0.00
H 3.8553 0.5061 -1.1992 0.01 0.00 0.01
H 4.6501 -0.1282 0.2500 0.00 0.00 0.02
O 0.1344 -6.4563 -5.4285 0.08 -0.01 0.01
C -0.5569 -5.2919 -5.6978 0.01 0.06 0.04
N -0.8219 -4.7716 -4.3222 -0.01 -0.10 0.03
C -1.2998 -3.6124 -4.0336 -0.01 0.15 -0.15
O -1.6150 -2.7128 -4.8724 0.09 -0.04 0.09
C -1.6429 -3.0650 -2.6797 0.01 -0.08 -0.03
C -2.8802 -3.3797 -2.1193 -0.03 -0.05 0.04
C -3.1610 -2.8490 -0.8761 0.02 0.02 0.01
C -2.2396 -1.9961 -0.2901 0.00 -0.02 0.02
N -1.0728 -1.6343 -0.8567 -0.10 0.02 0.02
C -0.7789 -2.1725 -2.0439 0.06 0.07 -0.07
H 0.2576 -6.9914 -6.2236 -0.05 -0.01 0.01
H -1.5169 -5.4498 -6.1978 0.01 0.02 0.02
H 0.0370 -4.5416 -6.2318 -0.06 0.01 0.01
H -0.6042 -5.4286 -3.5760 -0.04 0.01 -0.02
H -3.5860 -4.0266 -2.6258 0.01 0.00 -0.01
H -4.0869 -3.0756 -0.3661 0.00 -0.01 0.01
H -2.4483 -1.5762 0.6834 -0.01 0.02 0.00
H 0.1710 -1.8869 -2.4777 -0.01 -0.05 -0.03
```
Forces are in eV/Å.

=====

A structure of composition C13H25IO6Si2. Source: the Open Molecules 2025 dataset; level of theory: wB97M-V/def2-TZVPD.

The calculation puts the electronic energy at -1838.58202 hartree. The LUMO energy comes out at 0.4 eV. As for the molar mass: 460.41 g mol⁻¹. The gap between HOMO and LUMO comes out at 10.20 eV. The maximum force is 0.78 eV Å⁻¹. As for the HOMO energy: -0.35993 Eh.

The geometry in XYZ format:
```
47
Properties=species:S:1:pos:R:3:forces:R:3
C 3.7938 -0.1819 0.2896 -0.04 0.04 0.04
C 3.5540 -1.0629 1.4934 0.37 0.07 0.21
O 2.8103 -0.2900 2.4662 -0.61 -0.11 -0.47
C 2.0812 -1.0206 3.3461 0.20 0.15 0.12
O 2.5289 -1.9660 3.9332 -0.05 -0.24 -0.13
C 0.6571 -0.5335 3.4905 0.12 0.20 0.16
C -0.3246 -1.6882 3.2886 0.04 0.02 -0.02
C -1.7956 -1.2717 3.5329 0.19 -0.05 -0.10
Si -2.8703 -1.3773 2.0045 -0.31 -0.05 0.18
O -3.2333 0.1361 1.4138 0.26 -0.15 -0.23
Si -2.1911 0.9112 0.3897 -0.06 0.15 0.13
C -2.1619 0.1619 -1.3262 0.31 -0.14 0.13
C -0.7788 -0.3921 -1.6726 -0.07 -0.09 -0.10
O -0.5151 -0.1072 -3.0603 -0.07 0.06 -0.01
C 0.7412 -0.3547 -3.4677 -0.12 0.01 -0.12
O 1.5811 -0.8284 -2.7490 0.20 -0.05 0.15
C 0.9619 0.0381 -4.9035 0.02 0.05 -0.07
C 2.2476 0.8642 -5.0744 0.04 -0.17 -0.06
C -2.5952 2.7567 0.4770 -0.02 -0.03 0.10
C -3.4719 3.2865 -0.6141 0.09 0.08 0.09
O -4.1479 2.6635 -1.3528 -0.12 -0.12 -0.09
I -3.4892 5.4640 -0.7455 0.03 0.04 0.00
H 2.8779 -0.0346 -0.2835 0.02 0.02 0.02
H 4.1708 0.7904 0.6101 0.04 -0.04 -0.03
H 4.5326 -0.6448 -0.3657 -0.03 0.01 -0.01
H 2.9676 -1.9448 1.2284 0.06 -0.02 0.05
H 4.4925 -1.3908 1.9419 -0.03 -0.03 0.01
H 0.5377 -0.1113 4.4929 0.00 -0.06 -0.01
H 0.4834 0.2612 2.7663 -0.05 0.02 0.05
H -0.1957 -2.0649 2.2682 0.01 -0.03 0.04
H -0.0329 -2.5065 3.9465 -0.04 0.03 0.03
H -1.8367 -0.2386 3.8936 -0.06 -0.05 0.04
H -2.2379 -1.8894 4.3180 -0.02 0.04 -0.01
H -4.1521 -2.0654 2.2598 0.01 0.04 0.01
H -2.1208 -2.1165 0.9538 -0.03 0.02 -0.04
H -0.8289 0.7597 0.9693 -0.01 0.06 -0.02
H -2.8973 -0.6455 -1.3360 -0.11 0.13 -0.19
H -2.4436 0.8947 -2.0831 -0.10 0.00 0.08
H 0.0253 0.0494 -1.0814 -0.01 -0.01 -0.03
H -0.7368 -1.4737 -1.5329 0.07 0.04 0.10
H 1.0355 -0.8923 -5.4723 -0.04 0.04 0.00
H 0.0872 0.5715 -5.2708 0.00 0.00 0.07
H 2.1094 1.6365 -5.8295 0.00 0.01 0.04
H 2.5458 1.3302 -4.1357 -0.04 0.08 -0.06
H 3.0754 0.2342 -5.3962 0.01 0.02 0.07
H -3.1498 2.9240 1.4090 0.03 -0.01 -0.01
H -1.6908 3.3593 0.5699 -0.04 0.04 -0.09
```
Forces are in eV/Å.

=====

A structure of composition C13H25InNO4 in a non-equilibrium geometry. Source: the Open Molecules 2025 dataset; level of theory: wB97M-V/def2-TZVPD.

As for the charge: +4. The calculation puts the electronic energy at -1054.17105 hartree. The LUMO energy (spin up / spin down) comes out at -17.0 / -19.2 eV. As for the molar mass: 374.16 g mol⁻¹. The gap between HOMO and LUMO (spin up / spin down) comes out at 7.17 / 4.86 eV. The maximum force is 6.68 eV Å⁻¹. As for the HOMO energy (spin up / spin down): -0.88650 / -0.88594 Eh. The expectation value of S² is 1.697. The spin multiplicity is 2.

The geometry in XYZ format:
```
44
Properties=species:S:1:pos:R:3:forces:R:3
In 0.9234 6.0522 -16.3284 -0.37 -0.02 0.78
C 7.9108 7.6600 -15.7292 0.61 0.84 1.99
C 6.7314 8.1558 -16.5461 0.16 -3.72 -1.85
C 6.8280 7.9815 -18.0509 -1.47 1.38 1.07
O 5.5228 7.4753 -18.3189 0.29 -0.47 -2.40
C 4.8885 7.0932 -17.2292 -5.13 -1.23 -3.07
O 3.7381 6.6427 -17.1815 2.58 0.69 -0.51
O 5.5726 7.4060 -16.2311 3.40 2.31 5.26
H 7.7115 7.9221 -14.6902 0.38 -0.27 0.31
H 8.8171 8.1939 -16.0151 -0.06 0.22 -0.25
H 8.0102 6.5779 -15.8152 -0.33 -0.27 -0.21
H 6.6667 9.2231 -16.3345 -0.18 1.22 0.87
H 7.6318 7.3141 -18.3618 0.21 -0.27 -0.11
H 6.9312 8.9729 -18.4920 0.17 -0.07 -0.79
C 0.9091 8.1308 -19.5323 -0.21 1.09 0.78
C 1.6789 7.1413 -20.3664 0.52 0.64 0.20
C 3.0572 7.6895 -20.6434 0.00 -0.44 0.21
C 3.9941 6.7168 -21.2638 0.54 1.26 1.44
C 4.1213 5.3186 -20.5219 -1.04 -0.60 -0.01
C 2.8013 4.7156 -19.9600 2.04 0.82 -1.07
N 1.8545 5.8855 -19.5215 0.18 -2.60 -3.61
O 0.6685 5.3321 -19.2280 0.15 0.58 1.28
C 2.2548 3.7295 -21.0749 -0.74 1.61 0.10
C 3.1768 3.7940 -18.7955 0.33 -0.02 1.70
C 0.8709 6.9121 -21.6677 -1.13 -1.90 0.31
H 0.0114 7.7798 -19.0234 -0.02 -0.48 -0.34
H 0.5575 8.9298 -20.1852 0.14 0.15 0.06
H 1.5488 8.5576 -18.7599 0.05 0.23 0.01
H 2.9099 8.6497 -21.1379 0.12 0.34 -0.55
H 3.4731 8.0587 -19.7059 0.68 0.21 0.40
H 5.0211 7.0650 -21.3733 -0.15 0.24 0.08
H 3.5531 6.5121 -22.2394 -0.61 -1.10 -0.87
H 4.8157 5.6009 -19.7306 0.44 0.41 0.22
H 4.6622 4.6233 -21.1639 -0.14 -0.41 0.25
H 2.2489 4.2514 -22.0319 -0.56 0.12 -0.04
H 2.9864 2.9458 -21.2715 -0.21 -0.31 0.77
H 1.2711 3.4149 -20.7264 0.15 -0.73 -0.59
H 2.3526 3.2182 -18.3745 -0.62 -0.02 -0.64
H 3.9136 3.0330 -19.0526 0.07 0.20 -0.39
H 3.5504 4.3228 -17.9187 0.33 0.32 -0.25
H 0.8557 7.7236 -22.3953 0.44 0.36 0.43
H -0.1586 6.7541 -21.3465 -0.26 0.24 -0.19
H 1.1060 5.9908 -22.2007 0.44 0.08 -0.11
H 0.3726 5.0180 -20.0855 -1.19 -0.68 -0.69
```
Forces are in eV/Å.

=====

A cluster of 3 separate species, C13H26BIN2O6 in total in a non-equilibrium geometry. Source: the Open Molecules 2025 dataset; level of theory: wB97M-V/def2-TZVPD.

As for the charge: -2. The calculation puts the electronic energy at -1394.28669 hartree. The LUMO energy comes out at 3.9 eV. As for the molar mass: 444.07 g mol⁻¹. The calculation puts the energy relative to the best compared isomer or geometry (same formula, charge and spin) at 4.6188 eV. The gap between HOMO and LUMO comes out at 3.75 eV. The maximum force is 7.72 eV Å⁻¹. As for the HOMO energy: 0.00521 Eh.

The geometry in XYZ format:
```
49
Properties=species:S:1:pos:R:3:forces:R:3
C 3.5692 -1.2368 -3.6695 0.22 -0.12 -0.80
C 2.0148 -1.2228 -4.2828 1.77 0.29 0.17
C 0.9301 -0.6794 -3.1802 -0.06 0.83 -2.71
I 1.7202 -0.4002 -1.1563 -0.13 0.26 -0.35
B -0.4492 -1.5642 -3.0571 -0.41 -0.66 -0.13
C -1.5214 -1.3100 -4.3182 -0.99 -0.24 -0.74
C -2.6704 -0.1893 -3.8727 -0.53 0.76 0.32
C -2.0212 1.3160 -3.8951 0.99 2.80 -3.51
O -1.8197 2.0682 -4.9803 -1.10 -4.36 6.27
O -1.5744 1.8603 -2.5741 0.64 -1.31 -3.08
C -0.2368 -3.1730 -2.8110 -1.14 -6.13 1.38
O 0.9185 -3.8386 -2.7657 -3.51 2.84 -0.35
O -1.4738 -3.9840 -2.5581 4.70 3.65 -1.22
H 3.7099 -2.0411 -2.8220 -0.51 1.77 -1.63
H 4.3109 -1.5323 -4.5346 -1.32 0.48 1.44
H 3.9051 -0.1592 -3.3030 -0.83 -2.32 -0.60
H 1.7983 -2.3000 -4.6893 0.10 2.01 1.21
H 2.0731 -0.5054 -5.2279 -0.32 -1.25 1.95
H 0.5941 0.4032 -3.5558 1.05 -1.96 1.02
H -1.0245 -1.1501 -2.0913 -0.20 0.12 0.51
H -0.9582 -1.0187 -5.3120 -1.40 -0.16 1.60
H -2.1362 -2.3060 -4.5307 1.30 2.07 0.56
H -3.0656 -0.3704 -2.7614 1.28 0.21 -2.41
H -3.6485 -0.2535 -4.5537 2.25 0.60 1.10
H -0.5799 2.0243 -2.6718 -1.93 -0.24 0.05
C 2.2996 1.5043 2.9784 -0.35 -0.62 -0.51
O 1.9602 1.5397 1.8024 0.27 -0.20 1.36
N 2.1715 0.4162 3.8153 0.30 1.14 -0.36
C 2.5986 0.4551 5.1980 -0.18 -0.11 -0.34
C 1.5915 -0.8056 3.2966 -0.03 0.06 -0.38
H 2.7518 2.3793 3.4735 0.02 -0.05 0.15
H 3.3618 -0.3127 5.3541 0.01 0.05 0.21
H 1.7366 0.2523 5.8401 0.15 0.05 0.17
H 3.0152 1.4327 5.4546 -0.10 -0.11 -0.12
H 2.1962 -1.1575 2.4553 -0.27 -0.11 0.00
H 0.5792 -0.5953 2.9389 0.12 -0.27 -0.08
H 1.5558 -1.5757 4.0720 0.05 0.21 -0.06
C -1.9177 2.0325 4.9015 0.06 -0.25 -1.22
O -0.8782 2.6426 5.1172 -0.51 -0.34 -0.20
N -2.3205 1.5470 3.6755 0.17 0.53 1.78
C -3.5683 0.8336 3.5033 0.20 0.04 -0.11
C -1.4695 1.7564 2.5222 0.34 0.11 -0.04
H -2.6376 1.8187 5.7085 -0.11 -0.07 -0.05
H -3.3528 -0.1684 3.1209 -0.23 0.05 -0.02
H -4.1891 1.3756 2.7842 -0.10 -0.20 0.03
H -4.1075 0.7480 4.4504 0.14 0.06 -0.07
H -0.4954 1.2950 2.7101 -0.11 0.20 -0.29
H -1.3275 2.8312 2.3750 0.12 -0.17 -0.12
H -1.9182 1.3180 1.6266 0.09 0.04 0.22
```
Forces are in eV/Å.

=====

A structure of composition C13H26BrF5O9SSi2. Source: the Open Molecules 2025 dataset; level of theory: wB97M-V/def2-TZVPD.

The calculation puts the electronic energy at -5238.70144 hartree. The LUMO energy comes out at 0.2 eV. As for the molar mass: 589.47 g mol⁻¹. The calculation puts the energy relative to the best compared isomer or geometry (same formula, charge and spin) at 0.1087 eV. The gap between HOMO and LUMO comes out at 10.33 eV. The maximum force is 0.76 eV Å⁻¹. As for the HOMO energy: -0.37364 Eh.

The geometry in XYZ format:
```
57
Properties=species:S:1:pos:R:3:forces:R:3
C -2.6175 1.3913 1.0917 0.06 0.10 -0.16
C -4.0112 0.7772 1.2330 -0.07 0.06 -0.12
C -4.3452 0.0705 2.5723 -0.16 0.36 -0.08
Br -4.5921 -1.8481 2.3094 0.07 -0.15 -0.03
Si -3.1203 0.2877 3.9744 0.01 -0.05 -0.22
O -3.3578 -0.9054 5.1190 0.43 0.28 0.12
Si -2.1895 -1.2501 6.2074 -0.48 0.44 0.11
S -0.9563 -2.9585 5.4913 0.00 -0.70 0.30
O 0.0299 -3.1979 6.5286 -0.32 0.04 -0.34
O -1.8579 -3.9912 5.0293 0.41 0.34 0.17
C 0.0490 -2.4495 4.0030 -0.27 0.28 -0.12
F 0.5416 -1.2078 4.2327 -0.09 -0.34 -0.06
F -0.7731 -2.3919 2.9374 0.22 -0.04 0.19
C 1.2196 -3.4252 3.7117 0.00 0.07 -0.34
F 2.2392 -3.1674 4.5108 0.14 0.00 0.10
F 1.6163 -3.2578 2.4401 -0.04 -0.02 0.22
F 0.8373 -4.6881 3.8733 -0.04 0.10 -0.03
H -1.8208 0.6543 1.2364 -0.12 0.13 0.05
H -2.5045 1.7907 0.0762 -0.02 -0.06 0.19
H -2.4574 2.2315 1.7810 0.01 -0.22 -0.03
H -4.1518 0.0566 0.4192 -0.08 0.17 0.16
H -4.7579 1.5680 1.0856 0.14 -0.15 -0.04
H -5.3194 0.4343 2.9157 0.13 -0.23 -0.01
H -1.7262 0.1634 3.5091 -0.02 -0.03 0.04
H -3.2800 1.6041 4.6270 -0.08 0.02 -0.02
H -2.7827 -1.7560 7.4468 0.12 -0.25 -0.02
H -1.3038 -0.0944 6.4439 0.09 -0.13 -0.07
C 0.3101 -0.8313 -1.2373 0.05 0.13 -0.09
C -1.1775 -0.9814 -1.4604 0.03 -0.18 0.24
O -1.6830 -0.0141 -2.3988 -0.13 0.00 -0.02
C -1.4509 -0.2769 -3.6809 0.27 0.19 0.03
O -0.8544 -1.2291 -4.1173 -0.08 -0.06 -0.01
O -1.9529 0.7207 -4.4078 -0.08 -0.04 0.01
C -1.7301 0.6018 -5.8162 -0.04 0.03 -0.05
H 0.5527 0.1943 -0.9557 0.00 -0.01 0.05
H 0.6387 -1.4998 -0.4410 -0.04 -0.01 0.02
H 0.8652 -1.0763 -2.1406 -0.01 -0.05 0.01
H -1.7289 -0.7770 -0.5440 -0.03 0.01 -0.05
H -1.4345 -1.9854 -1.7957 0.01 0.02 -0.10
H -2.0760 -0.3623 -6.1813 0.02 -0.02 0.00
H -0.6720 0.7209 -6.0445 0.01 -0.04 0.01
H -2.3009 1.4051 -6.2713 0.00 0.01 0.02
C 5.9302 3.8739 -3.0652 -0.09 -0.03 -0.09
C 5.3420 3.0520 -1.9400 0.16 0.05 0.12
O 4.0220 2.5781 -2.2587 -0.04 -0.09 0.06
C 3.9788 1.5075 -3.0509 -0.02 0.27 -0.33
O 4.9266 0.9161 -3.4995 0.00 -0.10 0.12
O 2.6999 1.2329 -3.3064 -0.02 -0.06 0.11
C 2.4932 0.1275 -4.1914 -0.10 -0.10 -0.06
H 5.2587 4.6914 -3.3292 0.02 0.03 0.03
H 6.8863 4.2960 -2.7555 0.01 0.00 0.02
H 6.0953 3.2598 -3.9493 0.02 -0.02 0.02
H 5.2025 3.6558 -1.0455 -0.04 0.00 -0.01
H 5.9770 2.2028 -1.6908 -0.01 -0.03 -0.04
H 3.0206 -0.7560 -3.8383 0.04 0.01 0.00
H 2.8298 0.3734 -5.1975 0.07 0.02 0.02
H 1.4240 -0.0606 -4.1952 0.00 0.02 0.00
```
Forces are in eV/Å.